1.
25
Properties=species:S:1:pos:R:3 method="wB97M-V/def2-TZVPD" homo_lumo_gap_ha=0.3762 largest_force_ev_per_a=0.972 charge=+1
C -3.7228 -0.2190 0.3247
C -3.1431 1.0937 -0.0924
F -3.7534 1.6252 -1.2492
C -1.6857 1.0816 -0.4922
O -0.9026 0.1860 0.2287
C 0.2411 -0.1381 -0.4441
O 0.7832 0.6481 -1.1919
O 0.5972 -1.3755 -0.1586
C 2.0217 -1.6319 -0.2662
C 2.7507 -1.0982 0.9619
C 3.9215 -0.1655 0.6714
F 4.2754 -0.1414 -0.6297
F 3.6412 1.1061 1.0643
F 5.0162 -0.5606 1.3791
H -3.3782 -0.4313 1.3296
H -3.4045 -1.0292 -0.3205
H -4.8020 -0.1732 0.3533
H -3.3082 1.8329 0.6845
H -1.2924 2.0953 -0.2900
H -1.6532 0.8459 -1.5611
H 2.4111 -1.2636 -1.2030
H 2.0955 -2.7076 -0.2891
H 2.0633 -0.5778 1.6159
H 3.1356 -1.9223 1.5450
Li -1.9075 2.9203 -1.9705

***

2.
135
Properties=species:S:1:pos:R:3 method="wB97M-V/def2-TZVPD" homo_lumo_gap_ha=0.2181 largest_force_ev_per_a=0.868 de_lowest_ev=0.0000 charge=-1
Zr 0.0241 -0.2269 -0.5051
O 1.4638 -1.8486 -0.3747
C 2.0329 -2.7506 -1.1277
C 3.3422 -3.1766 -0.8443
C 3.9429 -4.1708 -1.5917
C 3.2625 -4.7881 -2.6427
C 1.9747 -4.3748 -2.9285
C 1.3534 -3.3645 -2.1963
C 0.0040 -2.9720 -2.5351
N -0.6460 -2.0325 -1.9622
N -1.9648 -1.9229 -2.4030
C -2.5884 -1.1107 -1.6105
O -2.0583 -0.5396 -0.5806
C -4.0244 -0.8198 -1.8727
C -4.7272 -0.0403 -0.9590
C -6.0639 0.2606 -1.1842
C -6.6993 -0.2084 -2.3267
C -5.9939 -0.9789 -3.2444
C -4.6606 -1.2842 -3.0195
H 3.8833 -2.6581 -0.0617
H 4.9623 -4.4635 -1.3663
H 3.7380 -5.5614 -3.2310
H 1.4253 -4.8312 -3.7467
H -0.5167 -3.5394 -3.3072
H -4.2013 0.3257 -0.0859
H -6.6080 0.8671 -0.4703
H -7.7405 0.0304 -2.5065
H -6.4847 -1.3364 -4.1414
H -4.0945 -1.8767 -3.7256
C 5.9796 -0.4926 3.2505
C 4.8092 -1.4307 3.0580
C 5.2459 -2.8135 2.6124
O 3.9688 -0.8583 2.0330
P 2.4098 -0.6115 2.2040
O 1.9120 0.1684 1.0670
C 1.6881 -2.2325 2.5022
P -0.1071 -2.3389 2.4307
O -0.6855 -1.8698 1.1627
O -0.6512 -1.5678 3.6810
C -0.6942 -2.0501 5.0424
C -0.3747 -0.8581 5.9172
C -2.0630 -2.6402 5.3060
O -0.4090 -3.8459 2.8010
C -0.0423 -4.9878 1.9752
C -0.5530 -4.8580 0.5561
C -0.6025 -6.1947 2.6930
O 2.2346 0.0679 3.6199
C 2.7317 1.4336 3.7940
C 1.6738 2.4239 3.3587
C 3.1173 1.5566 5.2507
H 6.6566 -0.8925 4.0073
H 5.6461 0.4953 3.5695
H 6.5232 -0.3833 2.3107
H 4.2376 -1.4965 3.9895
H 5.7760 -2.7435 1.6610
H 4.3944 -3.4804 2.4770
H 5.9148 -3.2528 3.3547
H 2.0189 -2.5743 3.4875
H 2.0705 -2.8883 1.7171
H 0.0719 -2.8217 5.1673
H -1.1331 -0.0849 5.7787
H 0.5955 -0.4399 5.6487
H -0.3614 -1.1573 6.9670
H -2.8278 -1.8893 5.0998
H -2.1422 -2.9500 6.3496
H -2.2418 -3.5030 4.6656
H 1.0514 -5.0442 1.9719
H -1.6439 -4.8056 0.5475
H -0.2290 -5.7288 -0.0165
H -0.1764 -3.9651 0.0614
H -1.6930 -6.1482 2.7004
H -0.2470 -6.2376 3.7233
H -0.2954 -7.1057 2.1777
H 3.6211 1.5478 3.1666
H 0.7389 2.2281 3.8902
H 1.4672 2.3568 2.2890
H 2.0192 3.4329 3.5939
H 2.2270 1.5112 5.8818
H 3.6098 2.5151 5.4206
H 3.7991 0.7583 5.5494
C -0.3928 4.4788 -0.2181
N 0.2207 4.2997 -1.5223
C -0.0016 5.0795 -2.6355
C 0.8314 4.6177 -3.5926
N 1.5535 3.5615 -3.0759
B 2.7629 2.9127 -3.8631
N 2.2643 1.7327 -4.7651
C 1.8625 1.8997 -6.0748
C 1.4682 0.7066 -6.5643
N 1.6351 -0.2052 -5.5377
C 1.2976 -1.6104 -5.5927
C 2.1526 0.4186 -4.4354
S 2.5921 -0.3561 -3.0033
C 1.1608 3.3611 -1.7999
S 1.7236 2.2217 -0.6526
H -1.0344 5.3576 -0.2651
H 0.3820 4.6191 0.5348
H -0.9705 3.5951 0.0455
H -0.7264 5.8744 -2.6455
H 0.9807 4.9554 -4.6025
H 3.1428 3.7817 -4.6306
H 3.6031 2.5376 -3.0944
H 1.8905 2.8664 -6.5461
H 1.0946 0.4207 -7.5322
H 1.4884 -1.9887 -6.5972
H 0.2485 -1.7713 -5.3331
H 1.9238 -2.1307 -4.8686
N -5.8314 6.1786 4.6086
C -5.0913 5.4167 4.1664
C -4.1634 4.4567 3.6180
C -3.2371 3.8322 4.4497
C -2.3521 2.9057 3.9294
C -2.3697 2.5794 2.5679
C -3.3086 3.2189 1.7404
C -4.1930 4.1442 2.2578
C -1.4805 1.6290 1.9897
C -0.7562 0.8858 1.3544
H -3.2163 4.0794 5.5034
H -1.6350 2.4181 4.5773
H -3.3100 2.9651 0.6867
H -4.9142 4.6334 1.6155
Cl -3.2992 4.3954 -7.1377
C -2.7005 3.5549 -5.7247
C -3.2025 3.8932 -4.4781
C -2.7126 3.2350 -3.3614
C -1.7447 2.2488 -3.4957
C -1.2671 1.9136 -4.7540
C -1.7382 2.5718 -5.8799
C -1.1990 1.5828 -2.2745
O -1.5185 1.9507 -1.1457
O -0.3800 0.6037 -2.4554
H -3.9586 4.6618 -4.3908
H -3.0709 3.4798 -2.3691
H -0.5178 1.1403 -4.8388
H -1.3591 2.3296 -6.8630

***

3.
35
Properties=species:S:1:pos:R:3 method="wB97M-V/def2-TZVPD" homo_lumo_gap_ha=0.3620 smiles=OPC(F)(F)C(F)(F)F.c1ccccc1.c1ccccc1 largest_force_ev_per_a=0.467 charge=0
O -6.4321 3.3455 0.7647
P -4.8768 3.5738 0.2538
C -4.1503 1.9117 0.7938
F -2.8074 1.9033 0.5647
F -4.3501 1.8469 2.1527
C -4.7429 0.5980 0.1907
F -5.8089 0.2127 0.8998
F -3.8515 -0.3840 0.2098
F -5.1352 0.7687 -1.0722
H -6.5849 2.5015 1.2115
H -5.0460 3.2248 -1.1085
C 0.8944 -3.6639 -1.5553
C -0.4627 -3.7806 -1.8216
C -1.3389 -2.7859 -1.4099
C -0.8590 -1.6750 -0.7305
C 0.4981 -1.5601 -0.4615
C 1.3754 -2.5538 -0.8747
H 1.5781 -4.4382 -1.8789
H -0.8375 -4.6475 -2.3505
H -2.3975 -2.8760 -1.6184
H -1.5385 -0.8978 -0.4117
H 0.8709 -0.6941 0.0713
H 2.4347 -2.4647 -0.6661
C 4.4170 0.5554 2.0353
C 5.2471 1.6237 1.7260
C 5.2933 2.1138 0.4283
C 4.5103 1.5347 -0.5605
C 3.6820 0.4645 -0.2524
C 3.6346 -0.0245 1.0463
H 4.3787 0.1749 3.0480
H 5.8584 2.0748 2.4971
H 5.9399 2.9478 0.1874
H 4.5454 1.9174 -1.5725
H 3.0734 0.0114 -1.0251
H 2.9884 -0.8593 1.2889

***

4.
17
Properties=species:S:1:pos:R:3 method="wB97M-V/def2-TZVPD" homo_lumo_gap_ha=0.3901 smiles="CCO[C@@H](C)C=O" largest_force_ev_per_a=0.454 de_lowest_ev=1.7671 charge=0
C -1.7595 -1.7958 -0.5941
C -0.8941 -1.0380 0.3918
O -0.5461 0.2081 -0.1859
C 0.5855 0.8087 0.4206
C 1.8354 0.5501 -0.4251
C 0.2757 2.2937 0.4789
O 0.4144 2.9835 1.4570
H -1.1891 -2.0180 -1.5010
H -2.1033 -2.7383 -0.1568
H -2.6335 -1.2013 -0.8750
H -1.4224 -0.8669 1.3434
H 0.0123 -1.6207 0.6212
H 0.7210 0.4544 1.4524
H 2.7511 0.6270 0.1657
H 1.7742 -0.4528 -0.8578
H 1.9018 1.2597 -1.2574
H -0.0926 2.7071 -0.4846